A structure of composition C15H31NO3P2Ti, computed with ωB97M-V/def2-TZVPD.

```
53
Properties=species:S:1:pos:R:3:forces:R:3
P -0.8841 -1.2255 -0.4878 1.77 -3.35 -3.13
P -0.1723 1.6828 0.0944 2.20 2.27 -3.79
C -1.3541 0.1041 -1.8623 -0.70 -0.09 0.36
C -0.4597 1.3012 -1.7365 0.25 -0.20 0.93
H -2.4231 0.3230 -1.6852 0.60 -0.15 -0.14
H -1.2562 -0.3494 -2.8557 -0.02 -0.18 0.52
H 0.5148 1.1340 -2.2202 -0.29 0.12 0.30
H -0.9119 2.1856 -2.2022 0.09 -0.17 0.10
C -1.7558 2.6195 0.4056 -0.16 0.34 1.36
H -2.0406 2.5589 1.4919 0.00 0.53 -0.75
H -2.5668 2.3891 -0.3346 0.35 0.11 0.32
H -1.5455 3.6909 0.2912 -0.08 -0.37 -0.13
C 0.6940 3.2689 -0.3718 0.31 0.71 0.37
H 0.1631 3.7586 -1.2022 0.13 -0.15 0.40
H 1.7453 3.1418 -0.6650 -0.45 -0.04 0.05
H 0.6608 3.9285 0.5074 0.19 -0.02 -0.24
C -2.0005 -2.5189 0.2873 -0.75 0.00 0.38
H -1.5278 -2.9354 1.1861 0.00 0.28 -0.21
H -2.1617 -3.3457 -0.4206 0.17 0.53 0.18
H -2.9812 -2.0927 0.5418 0.46 -0.07 0.00
C -0.6808 -2.3898 -1.9481 -0.15 -0.67 -0.67
H 0.0540 -2.0348 -2.6748 -0.19 -0.02 0.13
H -1.6586 -2.4673 -2.4371 0.21 -0.01 0.01
H -0.3900 -3.3918 -1.6132 -0.10 0.25 -0.04
Ti -2.9823 0.8217 0.9996 -4.61 -1.10 0.29
C 2.5924 0.3867 -0.7575 -1.99 0.44 -1.18
C 1.9993 0.9328 0.4914 1.70 -0.89 1.40
C 1.9093 -0.0278 1.6413 -0.59 -0.11 0.46
C 1.5288 -1.4728 1.2638 0.15 -0.37 0.31
C 1.1675 -1.7177 -0.1922 -1.14 1.09 0.90
C 2.0752 -1.0326 -1.1727 0.03 0.55 -0.68
C 3.5413 -1.5436 -1.1438 0.10 -0.71 -0.25
C 4.0352 -0.1848 -0.6426 0.92 -0.16 0.80
C -1.8643 -0.2707 2.4752 0.01 -0.07 -0.48
H 2.5564 1.0943 -1.6063 -0.05 -0.16 0.52
H 2.4530 1.8882 0.7806 -0.82 0.07 -0.02
H 1.1849 0.3661 2.3721 0.48 -0.13 -0.11
H 2.8806 -0.0625 2.1822 -0.35 0.40 -0.45
H 2.3838 -2.1310 1.4889 -0.29 0.12 -0.02
H 0.7053 -1.8021 1.9145 0.37 -0.06 -0.18
H 1.1367 -2.7908 -0.3900 -0.38 0.17 0.00
H 1.7006 -1.0249 -2.2077 -0.07 -0.11 0.50
H 3.9062 -1.7865 -2.1529 -0.11 -0.01 0.45
H 3.7333 -2.3994 -0.4840 -0.01 0.24 -0.19
H 4.4304 -0.1949 0.3844 0.01 0.04 -0.45
H 4.7569 0.2773 -1.3238 -0.25 0.22 0.39
H -1.0655 0.3848 2.8517 -0.11 -0.16 0.23
H -1.4736 -1.2747 2.2826 -0.03 0.43 0.35
H -2.6838 -0.3322 3.2272 0.82 -0.10 -0.33
O -4.2886 2.1971 1.8091 0.74 -1.66 0.45
N -4.4308 1.1116 2.5960 -2.13 1.77 0.75
O -5.2080 1.1727 3.5218 2.12 -0.48 -2.26
O -3.7415 0.0802 -0.2971 1.68 1.07 2.47
```
Forces are in eV/Å.

Calculated values
- LUMO energy (eV) = -9.40
- highest occupied orbital energy (eV) = -15.763
- frontier orbital gap (eV) = 6.37
- molecular weight (g/mol) = 383.23
- charge = +2

---

A structure of composition C17H16I2N2O6Yb, computed with ωB97M-V/def2-TZVPD.

```
44
Properties=species:S:1:pos:R:3:forces:R:3
Yb -0.3395 0.3169 0.1562 1.43 1.37 -1.85
I 2.7326 2.7389 -5.8964 0.12 -0.06 -0.28
C 1.9760 2.3937 -3.9980 0.17 -0.05 0.15
C 1.0892 3.3605 -3.4829 -0.23 -0.86 0.17
C 0.6448 3.1409 -2.1969 0.93 -0.27 1.42
I -0.7116 4.3047 -1.0994 0.20 0.46 -0.29
C 1.3053 2.1844 -1.3055 0.51 -0.85 -3.08
O 1.3817 2.3594 -0.0479 -1.81 -1.58 2.26
C 1.9511 1.0612 -1.9810 -0.05 0.88 0.78
C 2.4077 -0.2297 -1.2839 0.84 -0.12 -0.93
N 2.0023 -0.3135 0.1121 -1.34 0.51 0.89
C 2.1071 -1.5580 0.8783 0.52 -0.03 -0.17
C 1.2764 -1.4448 2.1424 -0.35 -0.53 0.92
C 1.3050 -2.4684 3.1043 0.01 0.52 0.18
C 0.4438 -2.3673 4.2028 0.31 -0.64 -0.56
C -0.4597 -1.3207 4.3043 -0.24 0.21 0.49
C -0.4025 -0.3356 3.3427 -0.07 0.42 0.33
N 0.4508 -0.3853 2.3079 -0.02 -0.39 -0.91
C 2.3706 1.2506 -3.2954 -0.65 0.44 -0.78
H 0.7613 4.1934 -4.1107 -0.01 -0.35 0.38
H 3.5073 -0.3489 -1.3928 -0.47 0.02 0.07
H 1.9412 -1.0668 -1.8409 0.22 0.18 0.34
H 2.3471 0.5093 0.6408 -0.08 -0.55 -0.44
H 3.1458 -1.8188 1.1587 -0.32 0.15 -0.13
H 1.7330 -2.4165 0.2828 0.09 0.50 0.16
H 2.0092 -3.3076 3.0153 -0.41 0.46 -0.01
H 0.4483 -3.1526 4.9489 0.04 0.06 0.02
H -1.1705 -1.2589 5.1437 0.48 0.02 -0.55
H -1.0303 0.5647 3.4194 0.24 -0.45 -0.13
H 3.0016 0.5164 -3.8147 -0.31 0.26 0.36
O -3.1040 -3.0316 0.6146 1.06 0.45 0.23
C -2.3727 -1.9216 0.6063 -0.39 -0.62 -0.57
O -1.1523 -1.8842 0.4630 -0.60 0.32 0.26
C -3.2863 -0.7294 0.7225 -0.87 0.24 -0.23
O -2.6586 0.5435 0.6223 0.96 -0.89 -0.36
C -2.9331 1.2576 -0.6301 -0.27 0.41 -1.09
C -2.0942 0.9228 -1.9638 0.12 1.89 -0.11
O -2.0812 1.9152 -2.7026 -0.34 -2.58 0.77
O -1.4633 -0.2019 -1.9924 0.41 0.73 1.58
H -2.5326 -3.8230 0.5610 -0.15 0.22 -0.08
H -3.8125 -0.7760 1.6815 0.07 -0.09 -0.07
H -4.0428 -0.8371 -0.0791 0.30 -0.01 0.40
H -2.6961 2.2985 -0.4465 -0.16 0.16 0.33
H -3.9955 1.1653 -0.8709 0.13 0.02 0.11
```
Forces are in eV/Å.

Calculated values
- LUMO energy (alpha / beta) (eV) = -3.73 / -4.83
- highest occupied orbital energy (alpha / beta) (eV) = -9.633 / -9.617
- multiplicity = 2
- frontier orbital gap (alpha / beta) (eV) = 5.90 / 4.79
- molecular weight (g/mol) = 771.17
- charge = +1
- <S²> = 0.751

---

A structure of composition C30H52F9O12PSi2, computed with ωB97M-V/def2-TZVPD.

```
106
Properties=species:S:1:pos:R:3:forces:R:3
C 6.1632 -1.6295 4.5130 -1.31 -0.15 -3.51
C 5.6074 -1.8578 3.1421 2.11 -0.05 3.69
Si 4.4449 -0.5693 2.2224 0.61 -1.19 -1.78
C 5.4409 0.3918 0.8285 0.46 -0.82 -0.81
C 6.9119 0.8980 1.3461 -0.18 0.02 -0.47
C 6.9873 2.4722 1.7988 2.26 -0.76 0.38
O 5.7815 2.9898 2.4640 1.55 2.92 1.28
C 6.1362 4.1785 3.3085 3.15 -0.34 5.43
C 5.6769 5.7265 2.9335 -0.35 -0.10 0.50
O 6.8284 4.0494 4.4744 -4.48 0.23 -7.90
O 3.1134 -1.3831 1.3468 -0.41 1.49 3.15
Si 1.6176 -1.2921 2.3250 0.61 -1.75 -1.51
C 0.2867 -2.5159 1.6636 -0.38 -0.38 -1.50
C -0.5804 -1.9783 0.3805 -1.05 -0.30 -0.12
C -1.7046 -0.8198 0.7585 -0.01 -0.67 -0.84
C -2.9042 -1.4657 1.7067 0.43 0.20 0.64
C -3.2835 -0.4680 2.9935 -0.04 0.42 -1.19
C -4.5758 0.4454 2.5627 -0.32 0.04 1.45
C -5.9078 0.2065 3.5445 0.21 0.87 -0.73
C -6.8740 1.5440 3.2766 1.07 -2.05 1.31
O -7.1944 1.5125 1.8350 1.58 3.58 -0.44
C -6.8134 2.7780 1.1751 -5.02 4.83 -1.04
C -5.2973 3.1927 0.6943 0.52 -0.25 0.01
O -7.7902 3.6914 0.9317 6.16 -6.16 1.59
P 2.2052 -2.0690 4.3423 0.93 0.37 1.18
C 2.1544 -3.9798 4.2284 -0.56 -0.95 -0.41
O 0.9856 -1.4311 5.4154 0.64 0.41 -0.79
H 6.8165 -2.4314 5.1067 -1.51 1.93 -1.62
H 5.9807 -0.5721 5.0332 0.26 -2.64 -1.11
H 5.9101 -2.8398 2.5734 -0.64 1.82 1.38
H 3.9772 0.3581 3.2465 -0.32 0.20 0.16
H 5.6456 -0.4389 -0.0039 -0.49 1.76 1.65
H 4.7828 1.2116 0.3145 1.35 -1.38 1.05
H 7.6548 0.7684 0.4363 -1.37 0.47 1.93
H 7.2940 0.1681 2.1884 -0.82 1.65 -1.52
H 7.8674 2.5574 2.6007 -1.77 -0.15 -1.90
H 7.2680 3.1172 0.8628 -0.78 -1.05 1.73
H 4.5143 5.7811 2.7894 2.29 -0.27 -0.01
H 6.2361 6.1786 2.0099 -1.14 -1.28 1.57
H 5.9306 6.4354 3.8518 -0.39 -1.96 -1.87
H 1.1426 0.1037 2.4549 0.09 0.00 -0.05
H 0.8765 -3.4873 1.2993 -1.32 1.95 0.93
H -0.4499 -2.7996 2.5277 1.44 0.44 -1.52
H -1.2166 -2.9086 -0.0134 1.44 2.09 0.63
H 0.0894 -1.5794 -0.5097 -1.20 -0.91 1.93
H -1.2125 0.1361 1.2212 -0.88 -1.89 -0.61
H -2.1617 -0.4777 -0.2888 0.88 -0.73 2.32
H -3.8365 -1.6327 1.0025 1.78 0.24 1.67
H -2.5875 -2.5124 2.1793 -0.53 2.19 -1.32
H -3.4891 -1.0607 3.9832 0.38 1.07 -1.98
H -2.3778 0.2862 3.1746 -1.85 -1.87 -0.28
H -4.8995 0.2229 1.4506 0.77 0.71 2.32
H -4.2749 1.5811 2.7418 -0.72 -2.39 -0.73
H -6.4623 -0.8018 3.2591 1.06 2.22 0.59
H -5.6201 0.1761 4.6880 -0.45 0.07 -2.31
H -7.8478 1.3921 3.9125 1.73 0.77 -1.44
H -6.2399 2.4827 3.6058 -1.56 -1.73 -0.78
H -5.2678 4.1431 -0.0162 -0.73 -2.09 1.70
H -4.8182 2.3144 0.0842 -0.87 1.54 1.43
H -4.5955 3.4683 1.6194 -1.69 -0.87 -1.96
H 1.6197 -4.3662 5.2044 1.25 0.56 -1.96
H 3.2793 -4.3618 4.1357 -2.47 0.96 0.53
H 1.5921 -4.3921 3.2701 0.97 0.85 2.15
H 1.2714 -0.4959 5.6346 -0.28 -1.77 -0.33
C -3.3300 8.2684 -2.2297 0.26 0.08 0.25
C -3.2998 6.9525 -2.9854 -0.75 0.43 0.07
O -1.9558 6.4566 -3.0771 1.15 -1.23 1.15
C -1.4904 5.7681 -1.9868 -3.07 0.79 0.79
O -2.1512 5.5680 -0.9708 1.99 0.19 -2.18
C -0.0733 5.2548 -2.2393 2.57 -0.79 -0.24
F 0.7331 6.1931 -2.8145 -1.05 -0.54 0.51
F -0.0593 4.1781 -3.0758 -0.51 0.91 0.66
F 0.5620 4.8595 -1.0997 -1.11 0.52 -0.91
H -2.6460 8.9908 -2.6871 -0.18 -0.10 -0.06
H -4.3392 8.6896 -2.2256 0.12 -0.09 -0.04
H -3.0056 8.1356 -1.1929 -0.15 -0.05 -0.12
H -3.6508 7.1112 -4.0102 0.39 -0.17 0.09
H -3.9627 6.2092 -2.5289 0.32 0.04 0.04
C -5.7906 -3.8101 -2.8921 -0.02 0.37 0.05
C -4.4762 -4.4584 -3.2864 -0.63 -0.51 0.39
O -3.6294 -3.5113 -3.9546 1.47 1.34 0.58
C -2.9019 -2.6763 -3.1464 -1.66 -1.96 2.12
O -2.9457 -2.7027 -1.9191 0.43 0.52 -2.96
C -2.0096 -1.7604 -3.9832 1.17 1.97 -1.22
F -2.6599 -1.2286 -5.0583 0.25 -0.71 1.08
F -0.9249 -2.4183 -4.4831 -1.55 0.17 0.80
F -1.5203 -0.7017 -3.2773 -0.73 -1.34 -0.31
H -6.2733 -3.3571 -3.7643 0.05 -0.20 0.07
H -6.4699 -4.5467 -2.4541 0.12 0.06 -0.07
H -5.6324 -3.0085 -2.1640 0.01 -0.20 -0.01
H -4.6672 -5.2701 -3.9959 0.27 0.33 -0.10
H -3.9677 -4.8989 -2.4218 0.05 0.30 -0.14
C 1.7700 -3.1076 -5.1436 0.21 0.12 0.14
C 1.8002 -4.4234 -5.8992 -0.71 0.48 0.11
O 3.1442 -4.9193 -5.9910 1.18 -1.27 1.12
C 3.6096 -5.6079 -4.9006 -3.10 0.79 0.83
O 2.9488 -5.8080 -3.8847 2.02 0.20 -2.22
C 5.0267 -6.1211 -5.1532 2.54 -0.75 -0.21
F 5.8331 -5.1828 -5.7283 -1.03 -0.54 0.50
F 5.0407 -7.1979 -5.9897 -0.50 0.89 0.64
F 5.6620 -6.5165 -4.0136 -1.11 0.51 -0.92
H 2.4540 -2.3851 -5.6010 -0.13 -0.12 -0.06
H 0.7608 -2.6863 -5.1395 0.79 -0.25 -0.21
H 2.0944 -3.2403 -4.1068 -0.14 -0.06 -0.10
H 1.4492 -4.2647 -6.9241 0.39 -0.17 0.08
H 1.1373 -5.1667 -5.4428 0.32 0.03 0.05
```
Forces are in eV/Å.

Calculated values
- LUMO energy (eV) = 0.28
- highest occupied orbital energy (eV) = -7.556
- frontier orbital gap (eV) = 7.83
- molecular weight (g/mol) = 862.86
- charge = 0

---

The molecule C2H5BBrO3P, computed with ωB97M-V/def2-TZVPD.

```
13
Properties=species:S:1:pos:R:3:forces:R:3
O 2.0352 -1.8363 0.4501 -1.63 7.86 1.52
C 1.7823 -0.5238 0.6263 1.24 -5.71 -2.24
C 1.4573 0.3573 -0.7234 1.27 -0.20 0.89
P -0.2284 1.2566 -0.6994 0.67 0.76 -0.33
Br -0.2045 2.6869 1.1095 0.15 -1.00 -0.76
B -1.6997 0.0642 -0.3858 -2.34 -2.35 1.95
O -2.7031 0.5190 0.6408 2.70 -2.49 -0.93
O -1.9030 -1.2496 -1.0813 1.58 1.52 2.80
H 1.8425 -0.0135 1.7029 -0.25 -1.03 -2.34
H 2.3062 1.1899 -0.7957 -1.97 -1.62 0.13
H 1.4881 -0.2733 -1.7282 -0.07 1.03 2.41
H -2.6446 -0.1745 1.3858 -0.50 1.47 -1.70
H -1.5284 -2.0030 -0.5017 -0.84 1.74 -1.42
```
Forces are in eV/Å.

Calculated values
- LUMO energy (eV) = -0.47
- highest occupied orbital energy (eV) = -9.080
- frontier orbital gap (eV) = 8.61
- molecular weight (g/mol) = 198.75
- charge = 0

---

The ion C5H6N with charge +1, computed with ωB97M-V/def2-TZVPD.

```
12
Properties=species:S:1:pos:R:3:forces:R:3
C 0.0402 0.7970 -0.9079 -0.22 -2.50 1.74
C -0.0177 -0.1692 -0.1865 0.12 -0.19 -0.52
C -0.7942 -1.5406 1.7881 -2.63 -2.39 -0.84
C 0.3776 -1.1199 2.0218 -0.10 -0.04 1.08
C 0.0970 1.8378 -1.8577 -1.20 3.60 1.92
N 0.1048 -1.3717 0.5612 0.91 2.34 -0.44
H -1.8667 -2.0384 1.8320 2.61 1.49 0.12
H 1.0917 -0.6918 2.7381 -0.02 -0.26 -0.95
H 0.4064 2.8487 -1.2256 -0.71 -2.40 -1.98
H 0.8654 1.5482 -2.5326 0.38 0.34 -1.10
H -0.9608 1.9740 -2.2549 1.63 0.05 -0.04
H 0.6562 -2.0741 0.0240 -0.76 -0.04 1.01
```
Forces are in eV/Å.

Calculated values
- LUMO energy (eV) = -4.07
- highest occupied orbital energy (eV) = -14.266
- frontier orbital gap (eV) = 10.20
- molecular weight (g/mol) = 80.11
- charge = +1

---

A structure of composition C21H13BrI2O6Pb, computed with ωB97M-V/def2-TZVPD.

```
44
Properties=species:S:1:pos:R:3:forces:R:3
Pb -0.2101 1.5111 -0.6614 -1.01 1.33 -0.94
Br 5.1462 4.6243 0.0826 -0.20 -0.23 0.03
C 4.0503 3.4557 1.1083 0.08 -0.16 0.55
C 4.2674 3.4772 2.4972 -0.23 -0.15 -0.19
C 3.4763 2.7150 3.3569 0.09 0.04 -0.40
C 2.4541 1.9321 2.8360 -0.03 0.00 -0.39
C 2.2404 1.9033 1.4573 0.41 1.30 0.33
C 3.0394 2.6509 0.5646 -0.27 0.08 0.67
C 2.7495 2.5209 -0.9108 6.06 0.24 -0.19
O 3.7317 2.4865 -1.7132 -3.77 0.08 1.93
O 1.5253 2.3908 -1.2351 -0.58 0.92 -1.87
H 5.0539 4.0987 2.9165 -0.13 -0.05 -0.22
H 3.6527 2.7416 4.4274 0.03 0.03 -0.13
H 1.8206 1.3419 3.4906 0.07 0.05 -0.09
H 1.4380 1.2889 1.0483 1.33 0.82 1.25
I -7.8789 -3.1359 0.7300 -0.03 -0.03 0.00
C -6.2136 -1.8908 0.7832 0.34 0.22 -0.04
C -6.0237 -1.0342 1.8662 0.47 0.27 -0.10
C -4.9036 -0.1989 1.8986 0.19 0.05 -0.11
C -3.9628 -0.2080 0.8551 -0.23 -0.53 -0.52
C -4.1766 -1.0804 -0.2255 -0.05 0.16 0.31
C -5.2945 -1.9184 -0.2644 0.32 0.27 0.05
C -2.7477 0.7003 0.8939 -1.98 1.88 5.17
O -2.6260 1.4605 1.9057 0.31 -1.80 -3.19
O -1.9433 0.6325 -0.0884 -0.97 -0.85 -0.56
H -6.7287 -0.9991 2.6906 0.05 -0.07 -0.17
H -4.7493 0.4731 2.7421 -0.01 -0.17 -0.24
H -3.4545 -1.0972 -1.0408 -0.21 -0.05 0.16
H -5.4260 -2.5789 -1.1155 -0.08 0.05 0.17
I 1.7391 -3.6781 -5.6390 -0.01 0.01 -0.02
C 1.6467 -2.8216 -3.7456 -0.01 0.17 0.31
C 2.2459 -3.4654 -2.6644 -0.13 0.38 0.45
C 2.1819 -2.8871 -1.3935 -0.14 0.21 -0.18
C 1.5218 -1.6641 -1.1868 -0.28 0.31 -0.44
C 0.9257 -1.0349 -2.2927 1.93 -3.27 -0.40
C 0.9859 -1.6074 -3.5663 -0.26 0.49 0.37
C 1.4544 -1.0393 0.1945 2.95 -4.69 1.98
O 2.0186 -1.6706 1.1430 -2.03 2.54 -2.75
O 0.8388 0.0682 0.2988 -1.07 -1.32 0.34
H 2.7646 -4.4111 -2.7853 -0.10 0.14 -0.09
H 2.6482 -3.3852 -0.5443 -0.15 0.24 -0.13
H 0.4109 -0.0862 -2.1457 2.09 -1.87 -0.44
H 0.5136 -1.0920 -4.3965 0.10 -0.15 -0.02
H -0.2027 0.5114 -2.1718 -2.83 3.07 -0.25
```
Forces are in eV/Å.

Calculated values
- LUMO energy (eV) = -3.85
- highest occupied orbital energy (eV) = -9.058
- frontier orbital gap (eV) = 5.20
- molecular weight (g/mol) = 902.24
- charge = 0

---

- What is the molecular weight in the third record?
  862.86 g/mol